The following is a DFT calculation (ωB97M-V with the def2-TZVPD basis set) of a molecular structure, C32H24AuBrN6OS2.

Geometry (Å):
Au -0.59812 -0.16824 -1.84934
Br 4.35462 4.53525 0.84750
C 3.36890 3.14139 0.06539
C 3.96246 1.88264 -0.11411
C 3.26231 0.84411 -0.67857
C 1.93082 1.01061 -1.08150
O 1.34657 -0.06229 -1.59940
C 1.32965 2.28281 -0.91929
C 0.01459 2.61061 -1.32900
N -0.87828 1.79779 -1.80693
C -2.19636 2.18314 -2.18875
C -2.64658 3.46290 -2.37133
C -3.99488 3.69142 -2.71619
C -4.86776 2.65513 -2.88731
C -4.42197 1.32186 -2.73448
C -5.24372 0.18860 -2.92638
C -4.72034 -1.06823 -2.78670
C -3.36924 -1.21425 -2.45690
N -2.58079 -0.17312 -2.26303
C -3.07846 1.10084 -2.39158
C 2.08099 3.33814 -0.34096
H 4.98614 1.72929 0.20173
H 3.72396 -0.12368 -0.81644
H -0.27944 3.65054 -1.22357
H -1.98618 4.31289 -2.26863
H -4.32963 4.71019 -2.85216
H -5.89933 2.83902 -3.15637
H -6.28488 0.32567 -3.19023
H -5.32208 -1.95283 -2.93401
H -2.92440 -2.19478 -2.35629
H 1.61645 4.30866 -0.22134
S 0.27721 1.37386 5.16204
C -0.01147 0.82744 3.51466
C 0.89932 0.06280 2.78510
C 0.57061 -0.31784 1.50084
N -0.58156 0.00101 0.89984
C -1.45880 0.71064 1.61544
C -1.22624 1.14204 2.90648
C 2.05948 1.37653 5.19285
C 2.76562 2.35920 4.51194
C 4.15120 2.31106 4.54742
N 4.83707 1.38142 5.20746
C 4.14825 0.46608 5.87943
C 2.75895 0.41463 5.90345
H 1.85398 -0.22027 3.20583
H 1.27400 -0.89799 0.91228
H -2.39152 0.96772 1.12241
H -1.96853 1.73361 3.42568
H 2.25200 3.14540 3.97445
H 4.73660 3.06101 4.02570
H 4.72866 -0.27032 6.42289
H 2.24287 -0.35256 6.46446
N 0.57235 -7.00620 -0.80865
C 0.30998 -6.40081 -1.97820
S 0.08581 -7.16308 -3.40214
C 0.13641 -4.91532 -1.90218
C 0.54571 -4.11284 -2.96561
C 0.32103 -2.75802 -2.91881
N -0.31275 -2.18923 -1.87623
C -0.69674 -2.93997 -0.83386
C -0.47978 -4.30088 -0.81382
H 0.69762 -8.00701 -0.81210
H 0.89293 -6.50050 0.00010
H 1.02306 -4.55982 -3.82611
H 0.63672 -2.09986 -3.71610
H -1.17341 -2.41569 -0.01496
H -0.83170 -4.87229 0.03418

Output
E_LUMO: -6.926 eV
Max |F|: 0.17 eV Å⁻¹
Net charge: +2
Molar mass: 849.6 g/mol
Frontier orbital gap: 6.33 eV
Energy relative to the best compared isomer or geometry (same formula, charge and spin): 9.2 kJ/mol
E_tot: -139952.95776 eV

natural (NBO) atomic charge list, values in e, 8 entries: atom 1 (Au): 1.477, atom 2 (Br): 0.134, atom 3 (C): -0.140, atom 4 (C): -0.120, atom 5 (C): -0.282, atom 6 (C): 0.476, atom 7 (O): -0.703, atom 8 (C): -0.274


The following is a DFT calculation (ωB97M-V with the def2-TZVPD basis set) of a molecular structure, C32H24CeClIN6O4 at a distorted geometry.

Geometry (Å):
Ce -0.17949 -1.28123 0.10760
O 3.66998 -3.29809 1.66046
C 2.55526 -2.80153 1.54253
N 1.67330 -2.90425 0.51846
C 2.01774 -3.70872 -0.56826
C 2.79316 -4.87045 -0.42840
C 3.09651 -5.65295 -1.51798
C 2.64243 -5.28968 -2.79179
C 1.88296 -4.15685 -2.95997
C 1.54413 -3.34525 -1.86257
N 0.69460 -2.25463 -1.97564
C 0.55897 -1.61746 -3.16391
O 1.24395 -1.70892 -4.17505
C -0.63962 -0.68149 -3.24206
C -1.17540 -0.43287 -4.50114
C -2.29780 0.36519 -4.59969
C -2.84239 0.89736 -3.43951
C -2.23895 0.60344 -2.23195
N -1.16016 -0.17018 -2.12760
C 2.14342 -1.86597 2.67340
C 2.87558 -1.89100 3.85659
C 2.60454 -0.94690 4.82628
C 1.63545 0.01726 4.57773
C 0.94485 -0.04116 3.38314
N 1.17366 -0.97941 2.46421
H 3.14968 -5.14478 0.55005
H 3.68802 -6.54867 -1.37959
H 2.87910 -5.89989 -3.65393
H 1.53709 -3.87571 -3.94070
H -0.68791 -0.87245 -5.35818
H -2.74686 0.56705 -5.56416
H -3.72394 1.52253 -3.45791
H -2.64084 0.98772 -1.30468
H 3.65501 -2.63145 3.95752
H 3.15752 -0.94283 5.75733
H 1.41403 0.79984 5.28930
H 0.18080 0.68741 3.13662
C 3.51046 1.40994 -0.85009
C 2.41891 2.37596 -0.49738
N 2.64072 3.67413 -0.61543
C 1.64233 4.51427 -0.28886
C 0.41279 4.11343 0.16817
C -0.61185 5.16258 0.46746
O -0.86982 5.22720 1.87882
C 0.14540 2.71601 0.30236
C -1.13013 2.27980 0.79517
N -1.58387 1.02761 0.94879
C -2.93867 0.92281 1.27511
C -3.88806 1.82018 0.75501
C -5.24060 1.69667 1.02348
C -5.70402 0.66470 1.82779
C -4.79114 -0.23584 2.35831
C -3.43828 -0.10355 2.09129
I -2.15075 -1.45202 2.99759
C 1.18385 1.83426 -0.05543
O 1.06227 0.52615 0.04409
H 4.39198 1.96081 -1.17305
H 3.18767 0.73034 -1.64334
H 3.76257 0.77715 0.00494
H 1.85871 5.57242 -0.40609
H -1.54510 4.95120 -0.07194
H -0.23293 6.12744 0.11436
H -1.52033 5.91866 2.03239
H -1.78206 3.09535 1.09834
H -3.54937 2.60899 0.09435
H -5.93613 2.40375 0.58693
H -6.76016 0.55236 2.03664
H -5.12998 -1.04894 2.98663
Cl -2.49283 -2.45685 -0.34299

Output
E_LUMO (alpha / beta): 1.432 / 1.432 eV
Max |F|: 3.02 eV Å⁻¹
Net charge: -1
Molar mass: 859.1 g/mol
Frontier orbital gap (alpha / beta): 5.47 / 5.47 eV
Energy relative to the best compared isomer or geometry (same formula, charge and spin): 54.9 kJ/mol
2S+1: 2
E_tot: -84264.28693 eV

Mulliken atomic charge list, values in e, 8 entries: atom 1 (Ce): 0.392, atom 2 (O): -0.753, atom 3 (C): 0.326, atom 4 (N): -0.010, atom 5 (C): 0.245, atom 6 (C): -0.551, atom 7 (C): -0.708, atom 8 (C): -0.648


The following is a DFT calculation (ωB97M-V with the def2-TZVPD basis set) of a molecular structure, C32H24CoGeN2O4S.

Geometry (Å):
Co 0.52737 0.92190 -0.38922
O -0.22346 -0.50704 3.43174
C -0.05109 0.08192 2.30978
O 0.93407 -0.06104 1.55982
C -1.13753 1.02698 1.91505
C -2.22052 1.38772 2.68833
C -3.10261 2.33329 2.16536
C -2.86837 2.86345 0.90115
C -1.75723 2.42088 0.20028
N -0.92905 1.53232 0.71833
C -1.23479 2.84670 -1.15587
O -1.85212 3.67726 -1.92490
O -0.14907 2.38702 -1.51783
H 0.46726 -1.16182 3.64680
H -2.36275 0.94914 3.66765
H -3.96052 2.66119 2.73899
H -3.54711 3.60218 0.49271
H -2.70864 4.00907 -1.60989
S 2.94366 -0.99889 -3.38081
C 3.82653 0.41802 -2.88057
C 5.02286 0.91703 -3.38884
C 5.50953 2.08693 -2.84712
C 4.82316 2.75446 -1.82291
C 3.64265 2.25487 -1.31610
C 3.14569 1.07040 -1.85448
N 1.97201 0.40105 -1.49688
C 1.74776 -0.66207 -2.23169
C 0.44937 -1.29046 -2.02069
C -0.03712 -2.43699 -2.62750
C -1.35192 -2.82731 -2.39459
C -2.17361 -2.07391 -1.57290
C -1.69222 -0.92334 -0.94087
C -0.38086 -0.57316 -1.16136
H 5.54707 0.41764 -4.19351
H 6.43301 2.50110 -3.22896
H 5.22628 3.67949 -1.43206
H 3.10351 2.78154 -0.53542
H 0.60058 -3.01588 -3.28577
H -1.74008 -3.71835 -2.86971
H -3.20261 -2.36847 -1.41496
H -2.35554 -0.35754 -0.29735
Ge 3.09327 0.06151 2.27755
C 3.89049 -1.58505 1.89948
C 4.13187 -2.55680 2.87846
C 4.89748 -3.66409 2.55585
C 5.41397 -3.80161 1.27059
C 5.16904 -2.83926 0.29567
C 4.40828 -1.72441 0.60362
C 2.63892 0.81161 3.95124
C 2.74772 0.11032 5.15650
C 2.38156 0.73098 6.34352
C 1.90925 2.03841 6.32837
C 1.79703 2.73939 5.12998
C 2.15982 2.12937 3.93827
H 3.30969 1.09347 1.17085
H 3.73884 -2.46136 3.88253
H 5.10053 -4.41470 3.30814
H 6.01795 -4.66554 1.02849
H 5.58390 -2.95422 -0.69667
H 4.23291 -0.96512 -0.15160
H 3.13960 -0.89843 5.18580
H 2.47688 0.19741 7.28021
H 1.64674 2.52263 7.25948
H 1.45295 3.76574 5.13171
H 2.10895 2.69250 3.01071

Output
E_LUMO (alpha / beta): -10.509 / -10.550 eV
Max |F|: 0.78 eV Å⁻¹
Net charge: +3
Molar mass: 664.2 g/mol
Frontier orbital gap (alpha / beta): 5.91 / 5.87 eV
E_tot: -149696.39759 eV

natural (NBO) atomic charge list, values in e, 8 entries: atom 1 (Co): 1.146, atom 2 (O): -0.561, atom 3 (C): 0.865, atom 4 (O): -0.685, atom 5 (C): 0.070, atom 6 (C): -0.126, atom 7 (C): -0.099, atom 8 (C): -0.148


Copy entry 1 word for word.
The following is a DFT calculation (ωB97M-V with the def2-TZVPD basis set) of a molecular structure, C32H24AuBrN6OS2.

Geometry (Å):
Au -0.59812 -0.16824 -1.84934
Br 4.35462 4.53525 0.84750
C 3.36890 3.14139 0.06539
C 3.96246 1.88264 -0.11411
C 3.26231 0.84411 -0.67857
C 1.93082 1.01061 -1.08150
O 1.34657 -0.06229 -1.59940
C 1.32965 2.28281 -0.91929
C 0.01459 2.61061 -1.32900
N -0.87828 1.79779 -1.80693
C -2.19636 2.18314 -2.18875
C -2.64658 3.46290 -2.37133
C -3.99488 3.69142 -2.71619
C -4.86776 2.65513 -2.88731
C -4.42197 1.32186 -2.73448
C -5.24372 0.18860 -2.92638
C -4.72034 -1.06823 -2.78670
C -3.36924 -1.21425 -2.45690
N -2.58079 -0.17312 -2.26303
C -3.07846 1.10084 -2.39158
C 2.08099 3.33814 -0.34096
H 4.98614 1.72929 0.20173
H 3.72396 -0.12368 -0.81644
H -0.27944 3.65054 -1.22357
H -1.98618 4.31289 -2.26863
H -4.32963 4.71019 -2.85216
H -5.89933 2.83902 -3.15637
H -6.28488 0.32567 -3.19023
H -5.32208 -1.95283 -2.93401
H -2.92440 -2.19478 -2.35629
H 1.61645 4.30866 -0.22134
S 0.27721 1.37386 5.16204
C -0.01147 0.82744 3.51466
C 0.89932 0.06280 2.78510
C 0.57061 -0.31784 1.50084
N -0.58156 0.00101 0.89984
C -1.45880 0.71064 1.61544
C -1.22624 1.14204 2.90648
C 2.05948 1.37653 5.19285
C 2.76562 2.35920 4.51194
C 4.15120 2.31106 4.54742
N 4.83707 1.38142 5.20746
C 4.14825 0.46608 5.87943
C 2.75895 0.41463 5.90345
H 1.85398 -0.22027 3.20583
H 1.27400 -0.89799 0.91228
H -2.39152 0.96772 1.12241
H -1.96853 1.73361 3.42568
H 2.25200 3.14540 3.97445
H 4.73660 3.06101 4.02570
H 4.72866 -0.27032 6.42289
H 2.24287 -0.35256 6.46446
N 0.57235 -7.00620 -0.80865
C 0.30998 -6.40081 -1.97820
S 0.08581 -7.16308 -3.40214
C 0.13641 -4.91532 -1.90218
C 0.54571 -4.11284 -2.96561
C 0.32103 -2.75802 -2.91881
N -0.31275 -2.18923 -1.87623
C -0.69674 -2.93997 -0.83386
C -0.47978 -4.30088 -0.81382
H 0.69762 -8.00701 -0.81210
H 0.89293 -6.50050 0.00010
H 1.02306 -4.55982 -3.82611
H 0.63672 -2.09986 -3.71610
H -1.17341 -2.41569 -0.01496
H -0.83170 -4.87229 0.03418

Output
E_LUMO: -6.926 eV
Max |F|: 0.17 eV Å⁻¹
Net charge: +2
Molar mass: 849.6 g/mol
Frontier orbital gap: 6.33 eV
Energy relative to the best compared isomer or geometry (same formula, charge and spin): 9.2 kJ/mol
E_tot: -139952.95776 eV

natural (NBO) atomic charge list, values in e, 8 entries: atom 1 (Au): 1.477, atom 2 (Br): 0.134, atom 3 (C): -0.140, atom 4 (C): -0.120, atom 5 (C): -0.282, atom 6 (C): 0.476, atom 7 (O): -0.703, atom 8 (C): -0.274


Question: What is the E_tot in the first record?
Answer: -139952.95776 eV


Question: The highest molar mass belongs to which entry?
Answer: C32H24CeClIN6O4


Question: The lowest max |F| belongs to which entry?
Answer: C32H24AuBrN6OS2